7
Properties=species:S:1:pos:R:3 method="wB97M-V/def2-TZVPD" orbital_gap_ev="6.60 / 6.60" homo_energy_ev="-4.38 / -4.39" e_above_lowest_kcal_mol=43.6 total_charge=-1
H -1.5425 -0.1476 0.8433
C -1.0850 -0.3472 -0.1156
H -1.3812 0.3500 -0.8855
O 1.2705 -0.7578 -1.2273
S 0.6029 -0.4366 0.0259
F 1.1255 2.5681 0.1758
O 1.0099 -1.2289 1.1835